14
Properties=species:S:1:pos:R:3:forces:R:3 method="wB97M-V/def2-TZVPD" homo_ev="-8.55 / -8.12" energy_ha=-729.7603 relative_energy_ev=3.346 lumo_energy_ev="-0.5574 / -0.7898" homo_lumo_gap_ha="0.2936 / 0.2692"
C 0.14299 1.61991 0.55722 0.0 -0.3 2.4
C -0.43363 0.66814 -0.26805 3.0 -0.8 0.3
C 0.30901 0.37794 -1.58243 -2.7 0.3 -1.7
C -1.27234 -0.33552 0.16393 -1.8 -1.3 2.4
O 0.38819 -3.06992 1.66338 0.0 0.3 0.0
F 1.19625 -0.69858 1.84210 0.0 -0.5 0.0
S 0.75982 -1.91947 0.85510 0.1 0.2 0.3
H -0.00345 1.60222 1.74673 -0.1 0.3 -3.0
H 1.04335 2.15268 0.20799 -0.7 -0.1 0.2
H 0.29183 -0.68593 -1.98783 -0.2 1.3 0.9
H 1.27987 0.79480 -1.76628 0.5 0.3 0.6
H -0.40178 0.97527 -2.21925 0.9 -0.7 -0.5
H -1.45462 -1.29617 -0.40512 -0.2 1.7 0.5
H -1.84549 -0.18539 1.19252 1.2 -0.5 -2.4


13
Properties=species:S:1:pos:R:3:forces:R:3 method="wB97M-V/def2-TZVPD" smiles="FCCCC=S" homo_ev=-8.76 energy_ha=-654.6057 relative_energy_ev=1.612 lumo_energy_ev=-0.2747 homo_lumo_gap_ha=0.3116
C -1.84188 -0.05932 0.25931 1.4 -1.6 1.9
C -0.53546 0.52099 -0.13053 2.9 -1.7 -0.9
C 0.72848 -0.37558 0.22233 0.2 0.7 -0.9
C 2.04761 0.20966 -0.31434 -1.5 -2.1 0.6
H -2.49304 0.69731 0.03712 -2.7 1.4 -0.6
H -1.90500 -0.36782 1.31994 0.1 0.6 -0.3
H -0.56303 0.73225 -1.21275 0.1 -0.5 0.1
H -0.24299 1.48618 0.23667 -0.8 0.7 0.9
H 0.88379 -0.54926 1.28151 -0.4 0.2 0.4
H 0.77095 -1.39133 -0.20376 -0.8 0.4 0.0
H 1.88260 0.96048 -1.04778 0.5 1.1 -0.5
F -2.11790 -1.24584 -0.41292 0.0 0.4 -0.6
S 3.38586 -0.61772 -0.03481 0.8 0.6 -0.1


13
Properties=species:S:1:pos:R:3:forces:R:3 method="wB97M-V/def2-TZVPD" smiles="CCS/C=C/F" homo_ev=-7.97 energy_ha=-654.6084 relative_energy_ev=1.539 lumo_energy_ev=0.9812 homo_lumo_gap_ha=0.3289
C -2.06321 -0.37073 -0.43860 -0.6 -0.9 -1.8
C -1.14429 0.08193 0.66871 -0.2 0.0 -0.7
C 1.49155 0.16377 0.15799 1.6 0.0 -0.6
C 2.75423 0.50923 -0.15808 -3.4 0.8 -0.3
H -2.70593 -1.26630 -0.22997 0.6 0.8 0.3
H -1.42532 -0.67356 -1.29427 -0.3 0.0 0.4
H -2.72528 0.37767 -0.88751 0.1 0.2 0.5
H -0.70937 -0.87095 1.00896 0.3 0.9 0.6
H -1.67126 0.65089 1.42560 0.0 -0.3 0.4
H 1.27681 -0.87668 0.41863 0.3 0.5 0.3
H 3.07331 1.37277 -0.71113 -0.1 0.6 0.2
F 3.70199 -0.33156 0.03607 2.6 -2.2 0.4
S 0.14677 1.23351 0.00360 -0.9 -0.3 0.4


14
Properties=species:S:1:pos:R:3:forces:R:3 method="wB97M-V/def2-TZVPD" homo_ev="-8.61 / -8.17" energy_ha=-1093.2698 relative_energy_ev=2.065 lumo_energy_ev="-1.9709 / -2.2944" homo_lumo_gap_ha="0.2441 / 0.2159"
C 0.98987 0.06929 0.61894 1.5 -2.6 -0.4
C -0.15623 0.95348 0.67832 -1.3 1.7 0.0
C 0.55663 -1.35015 0.12540 1.9 -0.9 0.8
C -0.36939 -1.09114 -0.90059 -1.2 1.5 -0.6
P -0.85079 0.58718 -0.93372 -0.9 -0.9 -1.2
I -0.56053 -2.40030 1.92176 0.2 0.3 -0.5
I -0.47383 3.43623 -2.13792 0.0 -0.9 0.3
H 1.63120 0.48202 -0.15101 0.6 -0.2 -0.2
H 1.52572 0.02423 1.53040 0.6 0.0 0.9
H -0.79431 0.83513 1.55067 -0.1 0.1 -0.1
H 0.23455 1.94902 0.50839 -0.4 0.6 0.8
H 1.34534 -2.17932 -0.00576 -1.2 1.6 0.2
H -0.83738 -1.71304 -1.62065 0.1 -1.0 -0.4
H -2.24085 0.39737 -1.18422 0.3 0.6 0.3


13
Properties=species:S:1:pos:R:3:forces:R:3 method="wB97M-V/def2-TZVPD" homo_ev=-13.23 total_charge=+1 energy_ha=-508.7037 relative_energy_ev=2.724 lumo_energy_ev=-5.5801 homo_lumo_gap_ha=0.2811
C 0.80059 -2.85258 1.81435 -1.4 0.9 -1.0
C 0.43693 -1.96358 1.04293 1.0 -2.2 2.8
C 0.36455 -0.68512 -1.03861 0.3 -1.3 -1.2
C 0.02566 -0.80929 0.35460 -0.8 -0.4 1.6
N -0.54494 0.15386 1.02321 -1.1 1.2 0.1
I -0.75750 3.96619 -0.49991 1.3 -2.9 0.0
H 0.89618 -3.69697 2.53440 0.3 1.1 -1.1
H 0.19404 0.33177 -1.24503 -0.1 1.2 -1.2
H 1.45334 -0.87860 -0.96364 -0.3 0.0 -0.8
H -0.13503 -1.41651 -1.78917 0.9 1.2 1.5
H -0.78065 0.23144 2.01028 0.6 -1.2 0.1
H -0.98416 0.99164 0.62477 0.6 -0.5 -0.9
H -1.31012 5.34823 -0.51781 -1.2 2.8 0.0


15
Properties=species:S:1:pos:R:3:forces:R:3 method="wB97M-V/def2-TZVPD" smiles="C/N=C/CN=C=S.I" homo_ev=-8.76 energy_ha=-961.9370 relative_energy_ev=0.695 lumo_energy_ev=0.4758 homo_lumo_gap_ha=0.3393
C 1.95966 -2.01614 -0.15256 0.4 -0.4 -0.3
C 0.88573 0.47164 -0.93314 0.8 1.8 -1.5
C 0.94532 -0.64819 -1.91095 0.4 -1.8 0.6
C 1.22630 1.49274 1.11385 -3.9 0.1 0.8
N 1.31494 0.39590 0.23016 -0.3 -1.2 -0.1
N 1.47383 -1.83043 -1.22558 0.0 0.7 -1.1
S 2.72507 -2.56809 1.09540 0.2 -0.2 0.7
I -3.01593 -1.22066 0.10821 0.3 0.1 0.8
H 0.72162 1.47399 -1.38029 -0.7 -0.3 0.2
H -3.47195 -1.43252 -1.37425 -0.3 -0.1 -0.8
H -0.02056 -1.01250 -2.20307 -0.9 0.5 -0.3
H 1.47338 -0.42006 -2.86468 0.0 -0.1 0.9
H 0.63036 1.00915 2.05105 1.2 1.8 -2.0
H 2.17627 1.74198 1.43793 1.9 0.6 0.8
H 0.70309 2.43651 0.61752 0.8 -1.7 1.3


14
Properties=species:S:1:pos:R:3:forces:R:3 method="wB97M-V/def2-TZVPD" homo_ev=-8.68 energy_ha=-927.6566 relative_energy_ev=1.411 lumo_energy_ev=0.5625 homo_lumo_gap_ha=0.3396
C -0.94335 -1.24833 1.97092 -0.4 0.2 0.8
C 0.81490 -0.79770 0.29998 0.9 -0.7 -1.4
C -0.97046 -0.47400 -1.32647 -0.1 0.9 1.7
C 0.25246 -0.02040 -0.58558 -1.9 0.7 -0.7
O -1.65671 -2.08222 1.71863 -0.1 -0.2 -0.2
S 0.22032 1.74669 -0.47263 2.0 0.0 0.1
I -3.75701 2.22881 -0.25508 -0.7 0.0 -1.1
H 1.58528 -0.43992 0.90302 1.0 0.3 1.3
H -3.01814 2.25907 1.10511 0.7 0.0 1.2
H 0.62231 -1.83939 0.17848 0.3 -0.7 0.2
H -1.20740 0.03760 -2.20777 -0.2 1.4 -1.1
H -1.03133 -1.46843 -1.64075 0.2 -1.9 0.3
H -1.70786 -0.22277 -0.53710 -0.5 -0.5 -0.9
H 1.56742 1.77120 -0.13919 -1.1 0.4 -0.1


12
Properties=species:S:1:pos:R:3:forces:R:3 method="wB97M-V/def2-TZVPD" smiles="C=CC.C#N" homo_ev=-9.50 energy_ha=-211.2737 relative_energy_ev=2.365 lumo_energy_ev=1.0756 homo_lumo_gap_ha=0.3888
C -2.14523 -0.09572 -0.15823 0.2 2.2 3.4
C 0.31863 -0.69084 -1.08617 1.1 0.3 1.6
C 0.84066 0.37145 -0.48188 0.5 0.9 -0.3
C 0.98012 0.30814 0.94954 0.9 2.9 3.4
N -2.00896 0.50296 0.82503 -0.6 -1.0 -1.3
H -2.34898 -0.54239 -1.04714 -0.4 -1.1 -2.0
H 0.17972 -1.51853 -0.34610 -0.2 0.2 -1.5
H 0.18749 -0.69753 -2.12663 -0.5 -0.6 -1.2
H 1.12177 1.39628 -0.82721 -0.5 -1.2 -0.8
H 0.02054 0.53321 1.42715 -0.1 0.6 -0.2
H 1.72288 1.05931 1.48009 -1.3 -1.4 -1.4
H 1.13137 -0.62634 1.39156 0.8 -1.8 0.2


12
Properties=species:S:1:pos:R:3:forces:R:3 method="wB97M-V/def2-TZVPD" smiles="C=NC(=C)C" homo_ev=-8.94 energy_ha=-211.2932 relative_energy_ev=1.835 lumo_energy_ev=0.8951 homo_lumo_gap_ha=0.3613
C -0.05937 -1.58528 -0.04872 -0.8 -0.1 1.7
C -0.45968 -0.12206 -0.08203 1.0 -1.5 1.0
C -0.99493 0.48904 0.98560 -0.3 0.2 -0.8
C 0.95364 1.43325 -0.91511 1.0 -0.5 -1.0
N 0.08799 0.53637 -1.18944 -0.6 2.1 0.7
H 1.01278 -1.51098 0.16482 0.1 -0.7 -1.1
H -0.39135 -2.10203 0.87113 -0.3 0.6 -0.2
H -0.47070 -2.22225 -0.82850 0.8 0.3 -0.6
H -1.13528 1.56199 0.99277 0.0 0.0 0.0
H -1.46672 -0.06969 1.78166 0.2 -0.1 0.0
H 1.24232 2.19911 -1.64163 -0.2 -0.4 -0.3
H 1.68128 1.39253 -0.09058 -1.0 0.1 0.7


12
Properties=species:S:1:pos:R:3:forces:R:3 method="wB97M-V/def2-TZVPD" smiles="[H]/N=C/C(=C)C" homo_ev=-9.45 energy_ha=-211.3039 relative_energy_ev=1.545 lumo_energy_ev=0.7582 homo_lumo_gap_ha=0.3752
C -1.37501 1.05394 -0.19487 0.5 -4.4 0.3
C 1.08414 0.63105 -0.06933 -3.0 3.4 1.2
C -0.32178 0.14761 -0.17572 -2.3 0.4 -0.2
C -0.46846 -1.38312 -0.07947 2.2 0.5 -0.4
N 1.97017 -0.12262 0.34131 3.1 -0.8 0.3
H -2.46660 0.68823 -0.10124 2.0 0.7 -0.3
H -1.16393 2.06916 -0.24796 0.1 1.8 -0.1
H 1.11279 1.78129 0.06877 0.4 -1.5 -0.9
H 0.61798 -1.75129 -0.04894 -1.6 0.2 -0.5
H -0.81076 -1.71004 0.89083 -0.7 0.1 0.2
H -1.01975 -1.81209 -0.93091 0.1 0.1 0.6
H 2.84121 0.40788 0.54753 -0.7 -0.5 -0.1


12
Properties=species:S:1:pos:R:3:forces:R:3 method="wB97M-V/def2-TZVPD" smiles="C=NC(=C)C" homo_ev=-8.71 energy_ha=-211.3078 relative_energy_ev=1.439 lumo_energy_ev=1.0400 homo_lumo_gap_ha=0.3582
C 1.29179 0.05800 0.48600 0.1 -0.3 -0.4
C 0.06605 -0.30721 -0.32334 0.7 -0.1 0.1
C 0.18165 -0.77628 -1.56197 -0.6 -0.5 -0.1
C -1.68280 0.71601 0.86045 -0.9 0.5 1.0
N -1.17653 -0.30079 0.33402 -0.2 0.0 -0.4
H 1.98120 0.58010 -0.17390 0.1 0.2 0.2
H 1.81087 -0.85322 0.78951 -0.1 0.0 0.2
H 1.06112 0.64834 1.36819 0.0 0.1 0.0
H -0.69186 -1.13170 -2.09503 0.0 0.1 0.1
H 1.12816 -0.99097 -2.03665 0.2 0.5 0.1
H -2.64809 0.61232 1.36451 0.0 -0.3 -0.1
H -1.32156 1.74538 0.98823 0.7 -0.2 -0.6


13
Properties=species:S:1:pos:R:3:forces:R:3 method="wB97M-V/def2-TZVPD" homo_ev=-14.47 total_charge=+1 energy_ha=-265.6478 relative_energy_ev=7.094 lumo_energy_ev=-5.6727 homo_lumo_gap_ha=0.3231
C -1.25183 -0.52718 0.35612 1.1 0.8 -0.4
C 0.21700 -0.49081 1.10533 -3.1 2.0 -4.1
C 1.01624 -0.02355 -0.11031 2.2 -1.1 1.3
C -1.35328 -0.06929 -1.08659 1.6 0.1 2.4
N 0.88912 0.73848 1.07841 0.8 1.9 -1.1
N 0.11877 0.32777 -1.30150 0.6 -0.2 0.4
H -1.32076 -1.53414 -0.09257 -0.5 -1.0 0.2
H -2.14729 -0.24195 0.88302 -0.4 -0.5 0.4
H 0.56442 -1.10430 1.87017 0.0 -1.7 0.9
H 2.06412 -0.32472 -0.27723 -0.9 -0.1 -0.8
H 0.63290 1.72182 1.00883 -0.8 -0.5 0.6
H 0.07069 1.33885 -1.16697 -0.4 0.5 -0.6
H 0.49989 0.18902 -2.26671 -0.3 -0.2 0.9